Entry 1:
ORCA calculation (the ωB97M-V functional and the def2-TZVPD basis) on a structure of composition C36H56AsClHfN7O3S in a non-equilibrium geometry.

As for the total charge: +1.

Geometry (Å):
Hf  -0.381  -0.095  0.929
N  -0.560  2.591  -2.847
C  -0.671  1.844  -1.738
S  0.793  1.339  -0.967
N  -1.928  1.598  -1.393
N  -2.081  0.774  -0.328
C  -3.293  0.541  -0.018
C  -3.610  -0.255  1.162
C  -4.921  -0.424  1.559
C  -5.182  -1.069  2.755
C  -4.119  -1.525  3.514
C  -2.844  -1.360  3.019
N  -2.580  -0.755  1.857
H  0.340  2.790  -3.232
H  -1.395  2.888  -3.324
H  -4.080  0.982  -0.614
H  -5.719  -0.036  0.935
H  -6.202  -1.208  3.095
H  -4.268  -2.004  4.474
H  -2.002  -1.745  3.576
N  0.379  -1.650  2.721
C  1.811  -1.532  3.110
C  2.171  -0.071  3.126
N  1.787  0.524  1.823
H  -0.163  -1.309  3.503
H  0.136  -2.619  2.560
H  2.416  -2.071  2.391
H  1.994  -1.960  4.095
H  3.234  0.055  3.324
H  1.619  0.448  3.906
H  2.471  0.266  1.129
H  1.816  1.534  1.891
C  2.674  -5.565  1.464
C  2.576  -4.189  0.842
C  3.734  -3.480  0.504
C  3.656  -2.238  -0.111
C  4.914  -1.479  -0.483
C  2.391  -1.696  -0.376
C  1.217  -2.352  -0.015
C  1.341  -3.607  0.592
N  -0.072  -1.759  -0.275
C  -0.905  -2.532  -1.320
C  -1.426  -1.559  -2.382
C  -2.077  -3.240  -0.658
C  -0.081  -3.562  -2.103
H  3.414  -5.585  2.268
H  2.985  -6.301  0.718
H  1.714  -5.891  1.872
H  4.712  -3.919  0.708
H  5.606  -2.112  -1.042
H  5.445  -1.139  0.412
H  4.686  -0.602  -1.093
H  2.311  -0.778  -0.945
H  0.436  -4.151  0.867
H  -2.218  -0.915  -2.011
H  -1.843  -2.126  -3.220
H  -0.608  -0.946  -2.756
H  -2.653  -2.551  -0.042
H  -1.732  -4.061  -0.018
H  -2.746  -3.659  -1.417
H  0.724  -3.064  -2.658
H  -0.746  -4.045  -2.824
H  0.363  -4.343  -1.489
C  1.083  1.149  -6.027
C  1.996  -0.061  -5.824
As  2.279  -0.412  -3.914
C  3.473  -1.977  -4.020
C  4.102  -2.298  -5.378
C  3.595  1.008  -3.563
C  4.940  0.921  -4.289
H  0.918  1.345  -7.089
H  1.519  2.057  -5.597
H  0.108  0.991  -5.560
H  2.948  0.080  -6.336
H  1.534  -0.955  -6.244
H  2.879  -2.824  -3.675
H  4.246  -1.826  -3.261
H  3.342  -2.507  -6.134
H  4.736  -3.185  -5.301
H  4.724  -1.482  -5.750
H  3.744  1.032  -2.483
H  3.093  1.947  -3.808
H  5.462  -0.013  -4.062
H  5.597  1.743  -3.989
H  4.820  0.980  -5.374
C  0.020  1.248  7.099
C  0.981  1.727  6.040
C  2.332  1.421  6.097
C  3.205  1.835  5.099
Cl  4.884  1.389  5.187
C  2.748  2.579  4.034
C  1.395  2.899  3.959
C  0.525  2.475  4.953
O  -0.819  2.735  4.912
C  -1.315  3.004  3.618
C  -0.915  1.899  2.675
O  -0.720  2.133  1.451
O  -0.740  0.723  3.118
H  0.470  0.458  7.701
H  -0.898  0.876  6.643
H  -0.267  2.065  7.765
H  2.715  0.841  6.932
H  3.437  2.918  3.268
H  1.041  3.488  3.120
H  -0.978  3.959  3.224
H  -2.402  3.026  3.682

Cartesian forces (eV/Å) of the 3 atoms listed first:
Hf 1.202 -0.271 0.879
N 0.108 0.018 0.069
C -0.232 0.044 -0.100

---

Entry 2:
ORCA calculation (the ωB97M-V functional and the def2-TZVPD basis) on a structure of composition C52H39Cl3CuNO3S3.

As for the total charge: 0.

Geometry (Å):
Cu  -0.993  -0.532  0.512
Cl  -2.674  -6.251  4.611
C  -2.335  -5.087  3.359
C  -1.792  -3.861  3.691
C  -1.526  -2.949  2.685
Cl  -0.835  -1.411  3.135
C  -1.772  -3.193  1.314
O  -1.499  -2.376  0.357
C  -2.334  -4.469  1.056
Cl  -2.697  -4.870  -0.597
C  -2.612  -5.396  2.038
H  -1.574  -3.612  4.719
H  -3.043  -6.351  1.773
C  2.858  1.916  -7.444
C  2.115  1.498  -6.206
C  2.271  2.193  -5.013
C  1.620  1.776  -3.860
C  0.816  0.651  -3.901
C  0.628  -0.048  -5.086
C  1.276  0.381  -6.230
S  0.005  0.174  -2.382
O  -1.447  -0.002  -2.672
C  0.689  -1.492  -2.252
C  -0.191  -2.575  -2.439
C  0.287  -3.845  -2.313
C  1.642  -4.085  -1.978
C  2.136  -5.401  -1.795
C  3.430  -5.615  -1.420
C  4.299  -4.521  -1.210
C  3.856  -3.243  -1.382
C  2.515  -2.991  -1.772
C  2.006  -1.669  -1.910
C  2.880  -0.490  -1.658
C  3.833  -0.075  -2.634
C  3.983  -0.756  -3.869
C  4.874  -0.313  -4.802
C  5.667  0.830  -4.552
C  5.542  1.505  -3.373
C  4.619  1.075  -2.386
C  4.443  1.789  -1.176
C  3.528  1.382  -0.250
C  2.758  0.228  -0.497
S  1.554  -0.229  0.778
O  1.671  0.839  1.809
C  2.350  -1.710  1.365
C  1.659  -2.902  1.224
C  2.248  -4.077  1.667
C  3.508  -4.066  2.251
C  4.139  -5.342  2.735
C  4.176  -2.848  2.394
C  3.605  -1.667  1.957
H  3.290  2.909  -7.331
H  2.203  1.922  -8.317
H  3.673  1.219  -7.652
H  2.916  3.063  -4.980
H  1.743  2.316  -2.927
H  -0.021  -0.916  -5.104
H  1.140  -0.161  -7.159
H  -1.235  -2.370  -2.634
H  -0.381  -4.690  -2.426
H  1.459  -6.233  -1.948
H  3.795  -6.625  -1.277
H  5.321  -4.701  -0.900
H  4.520  -2.407  -1.203
H  3.370  -1.626  -4.068
H  4.974  -0.839  -5.743
H  6.373  1.167  -5.300
H  6.143  2.384  -3.173
H  5.046  2.672  -0.997
H  3.370  1.913  0.680
H  0.678  -2.907  0.761
H  1.717  -5.015  1.549
H  3.704  -6.207  2.236
H  3.987  -5.466  3.809
H  5.214  -5.343  2.553
H  5.158  -2.830  2.853
H  4.117  -0.720  2.075
N  -1.224  1.399  0.514
S  -2.313  2.195  -0.310
C  -2.866  3.536  0.754
C  -2.614  3.452  2.112
C  -3.086  4.455  2.950
C  -3.811  5.515  2.429
C  -4.070  5.580  1.065
C  -3.599  4.590  0.220
C  -1.531  3.199  -1.576
C  -0.525  4.095  -1.235
C  0.101  4.819  -2.234
C  -0.286  4.650  -3.561
C  -1.289  3.753  -3.890
C  -1.915  3.013  -2.893
H  -0.477  1.988  0.878
H  -2.058  2.608  2.501
H  -2.888  4.401  4.012
H  -4.179  6.293  3.085
H  -4.637  6.407  0.658
H  -3.788  4.643  -0.845
H  -0.243  4.234  -0.197
H  0.885  5.520  -1.981
H  0.208  5.215  -4.341
H  -1.573  3.609  -4.924
H  -2.667  2.276  -3.136

Cartesian forces (eV/Å) of the 3 atoms listed first:
Cu -0.343 -0.027 -0.018
Cl 0.001 0.001 -0.004
C 0.001 0.004 0.003

---

Entry 3:
ORCA calculation (the ωB97M-V functional and the def2-TZVPD basis) on a structure of composition C35H79N4O in a non-equilibrium geometry.

As for the total charge: +3.

Geometry (Å):
C  37.017  2.705  -8.217
C  37.741  2.566  -9.627
C  39.208  2.967  -9.444
O  37.493  1.332  -10.158
H  37.163  3.770  -8.042
H  37.399  2.177  -7.343
H  35.949  2.535  -8.361
H  37.452  3.353  -10.323
H  39.235  4.008  -9.123
H  39.802  2.818  -10.346
H  39.667  2.361  -8.663
C  41.301  3.695  -11.843
C  40.522  2.798  -12.860
C  39.545  1.864  -12.143
N  38.419  1.249  -13.048
C  37.483  2.369  -13.544
C  37.577  0.150  -12.319
C  38.362  -1.140  -12.511
C  39.302  -0.959  -13.749
C  38.904  0.396  -14.251
H  41.799  4.557  -12.286
H  42.008  2.979  -11.422
H  40.641  4.148  -11.103
H  41.155  2.345  -13.624
H  40.032  3.508  -13.526
H  38.916  2.228  -11.330
H  40.148  1.116  -11.629
H  37.088  2.900  -12.678
H  36.663  1.941  -14.120
H  38.027  3.165  -14.051
H  36.658  0.328  -12.877
H  37.501  0.413  -11.264
H  37.707  -1.984  -12.727
H  38.944  -1.451  -11.643
H  39.216  -1.877  -14.331
H  40.363  -1.030  -13.512
H  37.977  0.296  -14.815
H  39.590  0.991  -14.854
C  37.178  0.639  -7.657
C  36.354  0.513  -6.372
C  34.974  -0.209  -6.614
N  34.134  -0.330  -5.314
C  33.949  1.095  -4.703
C  34.832  -1.233  -4.247
C  33.608  -1.877  -3.503
C  32.294  -1.402  -4.163
C  32.764  -0.980  -5.556
H  37.196  -0.303  -8.205
H  38.197  0.985  -7.484
H  36.785  1.431  -8.294
H  36.366  1.519  -5.952
H  36.917  -0.235  -5.812
H  35.042  -1.261  -6.893
H  34.385  0.457  -7.245
H  33.384  1.030  -3.773
H  33.400  1.723  -5.405
H  34.849  1.613  -4.373
H  35.472  -0.646  -3.588
H  35.340  -2.030  -4.790
H  33.613  -1.684  -2.430
H  33.736  -2.958  -3.441
H  31.892  -0.505  -3.690
H  31.558  -2.205  -4.136
H  32.053  -0.403  -6.148
H  32.936  -1.924  -6.073
C  35.039  3.716  -13.067
C  34.479  2.361  -12.589
C  34.969  2.184  -11.092
N  34.430  0.872  -10.410
C  32.898  1.112  -10.110
C  34.653  -0.448  -11.225
C  34.832  -1.478  -10.015
C  34.671  -0.746  -8.681
C  35.054  0.677  -9.068
H  34.813  3.864  -14.123
H  36.103  3.777  -12.839
H  34.516  4.562  -12.621
H  34.881  1.557  -13.207
H  33.396  2.339  -12.710
H  34.859  3.089  -10.495
H  36.039  1.979  -11.115
H  32.492  0.239  -9.599
H  32.421  1.305  -11.071
H  32.670  2.055  -9.612
H  33.808  -0.544  -11.907
H  35.560  -0.257  -11.799
H  33.965  -2.139  -10.007
H  35.765  -2.030  -10.123
H  33.796  -0.933  -8.058
H  35.478  -1.160  -8.077
H  34.721  1.426  -8.350
H  36.129  0.743  -9.242
C  37.105  -2.221  -10.488
C  38.290  -1.863  -9.539
C  39.196  -0.675  -9.894
N  40.177  -0.237  -8.764
C  41.124  -1.405  -8.449
C  39.383  0.346  -7.570
C  40.425  1.159  -6.761
C  41.342  1.740  -7.843
C  40.937  1.012  -9.189
H  36.354  -1.432  -10.446
H  36.624  -3.156  -10.200
H  37.475  -2.428  -11.492
H  38.955  -2.726  -9.512
H  37.920  -1.624  -8.542
H  38.631  0.237  -10.085
H  39.797  -0.991  -10.748
H  41.872  -1.034  -7.749
H  41.662  -1.711  -9.346
H  40.539  -2.218  -8.019
H  38.880  -0.395  -6.947
H  38.606  0.953  -8.036
H  40.851  0.560  -5.956
H  39.864  1.960  -6.279
H  42.396  1.520  -7.672
H  41.154  2.803  -7.991
H  41.800  0.713  -9.784
H  40.437  1.685  -9.885

Cartesian forces (eV/Å) of the 3 atoms listed first:
C 0.970 8.500 -0.798
C 0.426 0.077 1.233
C -0.824 0.564 1.580

---

| no. | frontier orbital gap (hartree) |
| --- | --- |
| 1 | 0.239 |
| 2 | 0.259 |
| 3 | 0.339 |